[1]
{
  "formula": "C3H7PS2",
  "method": "ωB97M-V/def2-TZVPD",
  "homo_lumo_gap_ev": [7.353, 7.746],
  "energy_ha": -1256.13722,
  "de_lowest_ev": 1.712,
  "elements": ["C", "C", "C", "P", "S", "S", "H", "H", "H", "H", "H", "H", "H"],
  "xyz": [[1.97197, -0.09159, -0.33560], [0.94821, 0.25112, -1.36317], [-2.47788, -0.63239, 1.15303], [-0.51721, 1.29985, 1.11099], [1.16926, 0.01950, 1.40563], [-0.45547, 1.37315, -0.95269], [2.23753, -1.12700, -0.47444], [2.83011, 0.56829, -0.07064], [1.36527, 0.58469, -2.27666], [0.40298, -0.69873, -1.61698], [-3.23220, 0.13473, 0.75907], [-2.41381, -0.80832, 2.25023], [-1.82875, -0.87330, 0.41123]],
  "forces_ev_per_a": [[-0.29, 1.15, 2.72], [-1.87, -1.52, -0.14], [-1.84, 3.93, 1.90], [-0.40, -1.23, 0.58], [-0.25, -0.20, -0.67], [0.80, 0.40, -0.52], [0.45, -0.20, 0.16], [-0.51, -0.43, -1.38], [0.52, 0.64, -0.91], [0.67, 0.70, 0.21], [0.82, -1.38, 0.97], [0.00, -0.24, -1.33], [1.89, -1.62, -1.59]]
}

=====

[2]
{
  "formula": "C3H7S",
  "method": "ωB97M-V/def2-TZVPD",
  "homo_lumo_gap_ev": [10.429, 6.936],
  "multiplicity": 2,
  "energy_ha": -516.59135,
  "de_lowest_ev": 1.304,
  "elements": ["S", "H", "C", "C", "C", "H", "H", "H", "H", "H", "H"],
  "xyz": [[0.36617, 0.24895, 1.94056], [0.70744, -0.26506, 3.10898], [0.90698, -0.45340, -1.39679], [-0.44363, -0.07749, -1.91334], [-1.44690, 0.12960, -1.04739], [1.69359, 0.18644, -1.81512], [0.86683, -0.29432, -0.28538], [1.13428, -1.51625, -1.58950], [-0.57563, 0.03301, -3.01875], [-2.52112, 0.39505, -1.32262], [-1.26280, -0.11436, 0.01864]],
  "forces_ev_per_a": [[-0.14, 0.38, -0.05], [0.21, -0.27, 0.53], [0.01, -0.09, 0.79], [-0.96, 0.39, -0.30], [-1.00, -0.38, -0.33], [-0.07, -0.26, 0.08], [0.44, -0.33, -1.14], [0.08, 0.44, -0.01], [0.04, 0.00, 1.06], [1.73, -0.35, 0.20], [-0.32, 0.47, -0.82]]
}

=====

[3]
{
  "formula": "C3H8BBr2Na3O3",
  "method": "ωB97M-V/def2-TZVPD",
  "homo_lumo_gap_ev": 2.953,
  "energy_ha": -6004.52587,
  "elements": ["Na", "Na", "Na", "C", "O", "O", "O", "B", "H", "H", "H", "H", "Br", "C", "C", "Br", "H", "H", "H", "H"],
  "xyz": [[16.57483, 4.34787, 16.97115], [17.15324, 6.95786, 14.95536], [18.97049, 8.01951, 17.87398], [16.13211, 8.90383, 17.72410], [16.94652, 8.90644, 16.80384], [16.44500, 8.34342, 18.77891], [15.01764, 9.35425, 17.47685], [18.76006, 5.86206, 16.72735], [19.06955, 6.54592, 15.95224], [19.43849, 5.97594, 17.55861], [17.76565, 6.20506, 16.96768], [18.72869, 4.86754, 16.30999], [16.81170, 2.76195, 13.85208], [17.71667, 3.85876, 12.45956], [19.14000, 3.97408, 12.72421], [20.16059, 4.41680, 10.94693], [17.25525, 4.83462, 12.30820], [17.63325, 3.33731, 11.50602], [19.51822, 3.03178, 13.12058], [19.39278, 4.76621, 13.42900]],
  "forces_ev_per_a": [[0.27, 0.25, 0.31], [-0.10, 1.42, 0.87], [-1.54, 0.82, 0.25], [-3.28, -0.13, 0.68], [6.36, -0.82, -5.96], [1.75, -1.92, 4.06], [-3.21, 1.24, 0.13], [-0.19, -0.54, -0.26], [1.48, 2.53, -3.24], [2.32, -0.03, 3.09], [-4.00, 1.20, 1.39], [0.15, -4.10, -1.52], [0.19, 0.70, -0.42], [-1.06, -0.07, -1.40], [2.35, 0.27, 0.13], [-1.07, -0.42, 1.81], [-0.40, -0.21, 0.41], [-0.62, -0.34, 0.30], [0.41, 0.14, -0.44], [0.19, -0.01, -0.22]]
}

=====

[4]
{
  "formula": "C3H8BBrFS",
  "method": "ωB97M-V/def2-TZVPD",
  "homo_lumo_gap_ev": 7.849,
  "charge": -1,
  "energy_ha": -3216.14912,
  "elements": ["C", "C", "C", "F", "B", "S", "Br", "H", "H", "H", "H", "H", "H", "H", "H"],
  "xyz": [[-1.73194, -0.60036, 0.14201], [-0.28792, -0.98949, 0.49724], [0.74428, -0.53716, -0.52436], [1.90166, -1.36232, -0.30533], [1.25939, 1.00342, -0.52513], [1.63339, 1.68610, 1.26152], [-0.17547, 2.19069, -1.44724], [-1.79858, -0.20327, -0.87083], [-2.40635, -1.45721, 0.21284], [-2.11355, 0.17911, 0.80296], [-0.00831, -0.56647, 1.46501], [-0.20194, -2.07639, 0.58883], [0.38628, -0.79905, -1.53031], [2.26161, 1.09577, -1.18438], [0.53748, 2.43662, 1.41715]],
  "forces_ev_per_a": [[0.01, 0.04, -0.01], [0.06, 0.01, 0.06], [-0.05, 0.10, -0.07], [-0.10, 0.04, 0.00], [0.13, -0.19, 0.16], [0.09, 0.07, -0.08], [-0.10, 0.12, -0.07], [-0.01, -0.04, -0.01], [0.00, 0.01, 0.04], [0.02, 0.02, -0.03], [-0.01, -0.07, 0.01], [-0.01, 0.00, -0.05], [0.07, -0.06, 0.04], [-0.02, 0.01, 0.01], [-0.07, -0.05, 0.01]]
}

=====

Number 1: molar mass 138.2 g mol⁻¹. Number 2: molar mass 75.2 g mol⁻¹. Number 3: molar mass 331.7 g mol⁻¹. Number 4: molar mass 185.9 g mol⁻¹.